No. 1
Here is a structure of composition C23H41CaCl5F4Na2O12Si from OMol25. Energies are from ωB97M-V with the def2-TZVPD basis set.

- largest force on an atom (eV Å⁻¹) = 6.1
- E_HOMO (eV) = -9.593
- DFT total energy (eV) = -157691.7726
- net charge = +2
- lowest unoccupied orbital energy (eV) = -8.59
- gap between HOMO and LUMO (eV) = 0.999

Geometry as XYZ:
```
89
Properties=species:S:1:pos:R:3:mulliken_charge:R:1
C -0.74 -1.73 1.91 -0.2819
C -0.97 -2.33 0.45 -0.6345
C -0.58 -1.33 -0.75 0.0462
C -1.20 -2.01 -2.09 -1.2612
C -1.06 0.19 -0.55 0.4036
C -2.18 0.65 -1.63 -0.5898
C -2.52 2.22 -1.41 -0.4803
O -2.89 2.53 -0.04 -0.4219
Si -4.56 2.25 0.31 0.4941
C -4.59 0.91 1.72 -0.6085
C -5.41 3.80 1.08 -1.0451
C -5.59 1.53 -1.13 -0.8525
O 0.11 1.03 -0.86 -0.3015
C 0.56 1.73 0.28 0.2491
O 0.72 1.23 1.42 -0.5255
C 0.94 3.27 0.03 0.8869
C 1.44 4.01 1.34 0.2948
O 2.67 4.04 1.59 -0.5095
F 0.47 4.64 2.14 -0.2533
H 0.30 -1.27 2.08 0.2005
H -0.96 -2.58 2.69 -0.2949
H -1.59 -0.93 2.10 0.4222
H -0.26 -3.23 0.36 0.4054
H -2.02 -2.75 0.27 0.1200
H 0.56 -1.32 -0.88 0.4354
H -0.81 -3.08 -2.12 0.4126
H -2.34 -2.09 -1.99 0.2318
H -0.91 -1.41 -3.02 0.3196
H -1.51 0.43 0.46 0.2692
H -3.15 0.06 -1.49 -0.0823
H -1.80 0.59 -2.71 0.4375
H -1.53 2.79 -1.61 0.2162
H -3.25 2.62 -2.20 0.3255
H -4.43 -0.15 1.31 0.0508
H -5.57 1.02 2.29 0.3679
H -3.72 1.15 2.43 0.0729
H -4.80 4.17 1.97 0.2669
H -6.50 3.58 1.37 0.3052
H -5.45 4.67 0.33 0.2952
H -5.39 1.99 -2.15 0.3078
H -5.55 0.38 -1.14 0.1799
H -6.69 1.78 -0.89 0.3447
H 1.83 3.23 -0.69 -0.5367
H 0.05 3.79 -0.47 0.3296
Na -0.11 -0.31 3.70 0.9384
O 2.85 6.30 -0.41 -0.6052
H 3.25 5.71 0.24 0.2929
H 3.13 7.18 -0.13 0.3058
C 4.01 3.39 -2.39 -0.1999
C 4.75 2.66 -1.31 0.4415
O 5.93 2.24 -1.96 -0.2852
C 6.16 3.17 -2.93 0.4772
O 7.21 3.30 -3.50 -0.4577
O 5.06 3.95 -3.16 -0.3361
F 4.06 1.57 -0.91 -0.1741
H 3.42 2.72 -3.01 0.2579
H 3.36 4.17 -1.99 0.2112
H 5.00 3.28 -0.44 0.1810
F 4.48 -0.49 -0.92 -0.6684
C 10.24 2.17 -5.88 0.3869
Cl 10.11 3.87 -5.29 0.0519
Cl 8.74 1.31 -5.53 -0.0194
Cl 10.53 2.17 -7.63 -0.0641
Cl 11.59 1.37 -5.06 -0.0451
Na -2.15 -3.62 3.43 0.8440
C -6.91 -4.14 -0.60 -1.4120
C -5.40 -4.13 -0.42 0.7632
C -4.79 -5.47 -0.77 -1.3261
O -5.09 -3.80 0.94 -0.5086
H -7.38 -4.88 0.06 0.3632
H -7.34 -3.17 -0.33 0.3503
H -7.18 -4.37 -1.63 0.3920
H -4.96 -3.35 -1.05 0.0302
H -5.18 -6.26 -0.12 0.3535
H -3.71 -5.45 -0.62 0.2867
H -5.00 -5.74 -1.80 0.3966
H -5.47 -4.48 1.51 0.3371
C 4.29 -4.05 5.59 -0.5258
C 3.49 -4.61 4.45 0.1795
O 2.21 -4.06 4.66 -0.3595
C 2.43 -2.87 5.29 0.6015
O 1.60 -2.00 5.39 -0.5348
O 3.68 -2.78 5.79 -0.2608
F 3.40 -5.98 4.54 -0.0773
H 4.20 -4.65 6.50 0.3135
H 5.35 -3.94 5.34 0.3321
H 3.86 -4.32 3.46 0.4210
Cl 9.93 6.04 -4.78 -0.1062
Ca 3.21 -7.71 3.59 0.4454
```

---

No. 2
Here is a cluster of 2 separate species, C31H32BF3O2S in total from OMol25. Energies are from ωB97M-V with the def2-TZVPD basis set.

- largest force on an atom (eV Å⁻¹) = 1.6
- E_HOMO (eV) = -6.333
- ΔE to the lowest compared entry with this formula, charge and spin (kcal per mole) = 89.1
- DFT total energy (eV) = -56423.9272
- lowest unoccupied orbital energy (eV) = -4.34
- gap between HOMO and LUMO (eV) = 1.994

Geometry as XYZ:
```
70
Properties=species:S:1:pos:R:3:mulliken_charge:R:1
C -3.54 3.64 -0.16 -1.5664
C -2.19 3.01 -0.09 1.2754
C -1.69 2.59 1.13 -1.0565
C -0.44 2.01 1.21 -0.3764
C 0.31 1.86 0.07 0.0237
B 1.77 1.19 0.18 1.9041
C 2.86 2.34 0.41 0.3342
C 3.34 2.76 1.60 -1.1060
C 4.32 3.79 1.48 -0.6363
C 4.60 4.14 0.20 0.5812
C 5.57 5.15 -0.24 -1.2707
S 3.61 3.21 -0.88 -0.3136
O 1.79 0.23 1.33 -0.7901
C 1.83 -1.06 0.70 1.9698
C 2.55 -2.07 1.61 -2.2014
C 0.38 -1.51 0.45 -1.8558
C 2.58 -0.80 -0.68 1.6454
C 4.09 -0.67 -0.46 -1.9517
C 2.28 -1.86 -1.74 -1.9201
O 2.09 0.47 -1.10 -0.6969
C -0.17 2.27 -1.14 -0.7167
C -1.42 2.85 -1.23 -0.8675
H -3.80 3.92 -1.19 0.3205
H -4.31 2.95 0.19 0.2830
H -3.59 4.54 0.45 0.3997
H -2.28 2.72 2.02 0.4023
H -0.04 1.68 2.15 0.4700
H 3.00 2.35 2.54 0.4663
H 4.82 4.24 2.33 0.3124
H 6.07 5.62 0.61 0.3415
H 6.34 4.70 -0.86 0.2643
H 5.09 5.93 -0.82 0.2822
H 2.64 -3.04 1.12 0.3056
H 3.54 -1.71 1.87 0.4761
H 2.00 -2.20 2.54 0.4266
H 0.35 -2.50 0.01 0.4333
H -0.17 -1.53 1.39 0.3471
H -0.12 -0.81 -0.21 0.1304
H 4.54 -1.63 -0.16 0.3994
H 4.58 -0.34 -1.37 0.4132
H 4.30 0.06 0.32 0.3226
H 2.59 -2.85 -1.41 0.2705
H 1.22 -1.88 -1.98 0.3203
H 2.81 -1.63 -2.66 0.4973
H 0.45 2.14 -2.02 0.4644
H -1.80 3.18 -2.18 0.3274
F -3.53 -1.82 3.92 -0.3028
C -2.93 -2.63 3.01 -0.0857
C -2.23 -3.74 3.43 -0.3189
C -1.64 -4.59 2.51 0.0122
F -0.99 -5.71 2.92 -0.3012
C -1.75 -4.31 1.17 -0.5875
C -2.46 -3.19 0.70 0.9803
C -2.51 -3.02 -0.70 -0.5018
C -3.15 -2.09 -1.55 1.0908
C -3.07 -2.35 -2.93 -0.7084
C -3.67 -1.53 -3.85 -0.7331
C -4.36 -0.41 -3.43 -0.2721
C -4.45 -0.11 -2.08 -0.1293
F -5.14 0.98 -1.67 -0.3098
C -3.85 -0.93 -1.15 -0.1807
C -3.05 -2.36 1.67 -0.2212
H -2.17 -3.97 4.48 0.5175
H -1.27 -4.98 0.48 0.4718
H -1.97 -3.78 -1.24 0.2215
H -2.52 -3.21 -3.27 0.4225
H -3.63 -1.77 -4.90 0.4300
H -4.86 0.23 -4.13 0.4724
H -3.94 -0.65 -0.13 0.4310
H -3.63 -1.50 1.40 0.5182
```

---

No. 3
Here is a structure of composition C22H50NO5ReS2Si from OMol25. Energies are from ωB97M-V with the def2-TZVPD basis set.

- spin multiplicity = 2
- largest force on an atom (eV Å⁻¹) = 2.4
- E_HOMO (spin up / spin down) (eV) = -17.569 / -17.366
- ΔE to the lowest compared entry with this formula, charge and spin (kcal per mole) = 0.0
- DFT total energy (eV) = -67009.6188
- net charge = +3
- lowest unoccupied orbital energy (spin up / spin down) (eV) = -9.95 / -10.14
- gap between HOMO and LUMO (spin up / spin down) (eV) = 7.615 / 7.229

Geometry as XYZ:
```
82
Properties=species:S:1:pos:R:3:mulliken_spin:R:1
Re 0.83 0.49 -0.71 0.9712
C -0.19 -3.33 0.96 -0.0001
C 0.40 -2.49 -0.15 0.0176
C 1.87 -2.24 0.03 0.0053
C 0.07 -3.03 -1.52 0.0017
O -0.23 -1.11 0.01 -0.0822
Si -1.85 -0.73 0.06 0.0035
S -1.15 1.28 -0.81 -0.0430
O -2.54 -0.38 1.42 -0.0046
C -2.39 -0.20 2.90 -0.0005
C -3.37 0.90 3.26 0.0009
C -0.96 0.20 3.19 0.0025
C -2.77 -1.52 3.53 -0.0009
O -2.67 -1.42 -1.08 0.0107
C -4.14 -1.71 -1.33 0.0005
C -4.52 -2.85 -0.41 0.0005
C -4.21 -2.09 -2.79 -0.0002
C -4.92 -0.44 -1.03 0.0000
H 0.24 -4.34 0.92 0.0001
H -1.28 -3.44 0.84 0.0004
H 0.03 -2.91 1.94 -0.0008
H 2.43 -3.18 -0.10 0.0004
H 2.11 -1.82 1.00 -0.0018
H 2.26 -1.57 -0.76 0.0039
H 0.56 -3.99 -1.65 -0.0001
H 0.42 -2.36 -2.31 -0.0008
H -1.01 -3.18 -1.65 -0.0006
H -3.10 1.84 2.77 0.0001
H -3.36 1.06 4.34 -0.0003
H -4.38 0.63 2.96 0.0001
H -0.67 1.07 2.59 -0.0005
H -0.26 -0.62 2.98 -0.0027
H -0.87 0.46 4.25 0.0006
H -3.79 -1.79 3.29 0.0001
H -2.69 -1.44 4.62 -0.0001
H -2.10 -2.32 3.20 0.0001
H -3.92 -3.74 -0.62 -0.0002
H -5.57 -3.10 -0.55 0.0003
H -4.39 -2.57 0.64 -0.0002
H -3.60 -2.98 -2.98 -0.0001
H -3.86 -1.27 -3.42 -0.0002
H -5.24 -2.31 -3.05 0.0000
H -4.86 -0.18 0.03 0.0002
H -5.96 -0.59 -1.29 0.0000
H -4.55 0.40 -1.63 -0.0002
C 1.48 2.72 5.01 0.0002
C 2.86 2.50 4.40 -0.0008
C 2.85 1.46 3.26 0.0019
S 2.00 2.14 1.84 0.0113
O 1.42 0.84 1.11 0.0210
C 3.36 2.71 0.81 0.0060
C 2.94 3.79 -0.19 -0.0072
C 1.74 3.38 -1.04 0.0182
H 1.54 3.46 5.82 0.0000
H 1.09 1.80 5.44 0.0000
H 0.75 3.10 4.29 -0.0001
H 3.55 2.11 5.14 -0.0001
H 3.29 3.44 4.04 0.0002
H 2.28 0.57 3.52 -0.0014
H 3.85 1.17 2.93 0.0007
H 3.72 1.81 0.30 0.0009
H 4.14 3.02 1.51 -0.0002
H 3.81 3.97 -0.83 -0.0002
H 2.74 4.72 0.33 -0.0004
H 1.95 2.41 -1.55 -0.0083
H 1.54 4.10 -1.82 0.0013
H 0.82 3.28 -0.45 0.0001
C 3.81 -0.68 -3.60 -0.0008
N 2.81 0.20 -4.25 0.0257
C 3.12 0.69 -5.63 -0.0013
C 1.69 0.51 -3.68 -0.0052
C 0.63 1.31 -4.35 0.0021
O 1.49 0.04 -2.46 0.0514
H 4.37 -1.18 -4.39 0.0004
H 3.32 -1.42 -2.98 0.0007
H 4.49 -0.07 -3.00 0.0006
H 4.16 0.48 -5.82 0.0000
H 2.94 1.76 -5.69 0.0006
H 2.50 0.17 -6.36 0.0015
H 0.45 0.94 -5.36 0.0007
H 0.94 2.35 -4.43 -0.0012
H -0.29 1.25 -3.78 0.0004
```

---

No. 4
Here is a structure of composition C38H49ClN3O5SiTb from OMol25. Energies are from ωB97M-V with the def2-TZVPD basis set.

- spin multiplicity = 7
- largest force on an atom (eV Å⁻¹) = 8.4
- E_HOMO (spin up / spin down) (eV) = -6.526 / -6.224
- ΔE to the lowest compared entry with this formula, charge and spin (kcal per mole) = 292.8
- DFT total energy (eV) = -97737.9874
- lowest unoccupied orbital energy (spin up / spin down) (eV) = 0.29 / 0.29
- gap between HOMO and LUMO (spin up / spin down) (eV) = 6.815 / 6.516

Geometry as XYZ:
```
98
Properties=species:S:1:pos:R:3:mulliken_spin:R:1
O -1.66 2.22 -0.45 -0.0087
C -1.98 3.58 -0.52 -0.0287
C -1.98 4.07 -1.95 0.0026
C -1.36 3.34 -2.96 0.0058
H -0.92 2.40 -2.70 -0.0202
C -1.34 3.82 -4.26 -0.0022
H -0.84 3.25 -5.03 -0.0002
C -1.94 5.03 -4.58 -0.0003
H -1.92 5.40 -5.59 0.0000
C -2.58 5.75 -3.58 0.0001
H -3.06 6.69 -3.81 0.0000
C -2.60 5.28 -2.27 0.0009
H -3.09 5.84 -1.50 0.0000
H -2.99 3.74 -0.12 -0.0009
C -1.33 4.14 1.84 -0.0085
C -1.01 4.33 0.39 0.0379
H -0.99 4.96 2.46 -0.0005
H -0.90 3.21 2.21 0.0000
H -2.41 4.05 1.98 0.0006
C 0.01 5.02 -0.10 -0.0086
C 1.06 5.76 0.66 -0.0030
H 0.11 5.09 -1.18 -0.0006
H 1.08 6.83 0.45 0.0001
H 2.06 5.37 0.44 0.0004
H 0.92 5.64 1.74 -0.0001
Tb -0.16 1.38 0.30 5.9454
Cl 0.95 3.27 1.07 0.0073
C 2.46 0.48 1.25 -0.0085
O 1.27 0.15 1.24 0.0250
N 3.43 -0.28 1.77 0.0006
C 3.14 -1.34 2.71 0.0007
C 4.81 -0.08 1.39 -0.0005
H 2.79 1.44 0.84 -0.0037
H 2.06 -1.42 2.82 -0.0007
H 3.59 -1.12 3.68 0.0000
H 3.54 -2.29 2.35 0.0001
H 4.87 0.62 0.56 0.0001
H 5.26 -1.03 1.07 0.0000
H 5.39 0.31 2.23 -0.0001
H -3.20 -0.55 -3.93 0.0001
H -1.04 -2.14 -3.48 -0.0005
C -2.61 0.14 -3.33 -0.0001
C -0.69 -1.33 -2.83 0.0022
N -1.84 -0.59 -2.34 -0.0030
H -3.27 0.85 -2.84 0.0000
C -2.04 -0.39 -1.04 -0.0098
O -1.16 -0.43 -0.16 0.0452
H -0.14 -1.73 -1.99 -0.0037
H -3.09 -0.21 -0.78 0.0012
H -1.93 0.69 -3.99 -0.0007
H -0.04 -0.66 -3.38 -0.0010
H -2.24 0.12 5.14 0.0000
H -4.60 -0.50 3.92 0.0000
C -2.43 1.05 4.61 0.0002
C -4.47 0.42 3.36 -0.0002
N -3.07 0.79 3.34 0.0028
H -1.49 1.57 4.45 -0.0007
C -2.41 0.98 2.19 0.0063
O -1.19 1.21 2.13 0.0061
H -4.80 0.28 2.34 0.0000
H -3.02 0.93 1.29 -0.0010
H -3.06 1.69 5.23 0.0001
H -5.06 1.21 3.83 0.0000
O 0.97 -0.10 -1.00 0.0206
Si 1.41 -1.83 -0.39 0.0017
C 3.00 -2.19 -1.45 -0.0010
C 3.25 -3.35 -2.25 -0.0001
C 4.44 -3.51 -2.95 0.0000
C 5.41 -2.52 -2.91 -0.0001
C 5.17 -1.35 -2.20 -0.0001
C 3.98 -1.19 -1.49 -0.0001
C 0.14 -2.38 1.36 -0.0054
C -0.57 -3.65 1.52 0.0012
C -1.35 -4.05 2.62 -0.0004
C -1.49 -3.23 3.70 0.0002
C -0.90 -2.01 3.66 0.0005
C -0.16 -1.58 2.55 0.0059
C 0.80 -3.66 -0.84 0.0025
C -0.40 -4.10 -1.50 -0.0005
C -0.73 -5.46 -1.59 -0.0001
C 0.09 -6.43 -1.03 0.0000
C 1.25 -6.04 -0.35 -0.0001
C 1.59 -4.69 -0.25 0.0007
H 2.57 -4.16 -2.38 -0.0001
H 4.60 -4.41 -3.53 0.0000
H 6.34 -2.65 -3.46 0.0000
H 5.91 -0.56 -2.19 0.0000
H 3.80 -0.27 -0.98 0.0003
H -0.60 -4.46 0.85 -0.0001
H -1.83 -5.02 2.64 0.0000
H -2.06 -3.54 4.57 0.0000
H -0.98 -1.37 4.52 0.0001
H 0.16 -0.61 2.80 -0.0002
H -1.17 -3.48 -1.88 -0.0006
H -1.65 -5.76 -2.07 0.0000
H -0.19 -7.47 -1.08 0.0000
H 1.87 -6.80 0.11 0.0000
H 2.48 -4.43 0.31 0.0000
```

---

No. 5
Here is an isolated molecule of C2H6N2S2 from OMol25. Energies are from ωB97M-V with the def2-TZVPD basis set.

- largest force on an atom (eV Å⁻¹) = 5.0
- E_HOMO (eV) = -8.838
- ΔE to the lowest compared entry with this formula, charge and spin (kcal per mole) = 87.8
- DFT total energy (eV) = -26818.0051
- lowest unoccupied orbital energy (eV) = 0.35
- SMILES = C/C(=N/S)NS
- gap between HOMO and LUMO (eV) = 9.184

Geometry as XYZ:
```
12
Properties=species:S:1:pos:R:3:mulliken_charge:R:1
C -1.64 -0.16 -0.07 -0.8473
C -0.21 -0.33 0.33 0.7215
N 0.29 -1.45 0.40 -0.4641
S 1.97 -1.80 0.45 -0.1510
N 0.51 0.96 0.34 -0.5489
S 1.09 1.26 -1.31 -0.0934
H -1.75 0.97 -0.75 0.1483
H -2.44 -1.12 -0.44 0.3024
H -2.22 -0.05 0.94 0.2620
H 2.37 -0.69 1.18 0.1602
H -0.42 1.68 0.28 0.3549
H 2.46 0.73 -1.35 0.1555
```

---

No. 6
Here is a structure of composition C5H9N2O2 from OMol25. Energies are from ωB97M-V with the def2-TZVPD basis set.

- largest force on an atom (eV Å⁻¹) = 5.8
- E_HOMO (eV) = -14.788
- ΔE to the lowest compared entry with this formula, charge and spin (kcal per mole) = 186.8
- DFT total energy (eV) = -12392.8552
- net charge = +1
- lowest unoccupied orbital energy (eV) = -5.00
- gap between HOMO and LUMO (eV) = 9.792

Geometry as XYZ:
```
18
Properties=species:S:1:pos:R:3:mulliken_charge:R:1
C -1.00 -1.54 -0.03 -0.2322
C -0.64 0.19 -0.28 0.0390
C 1.15 0.93 1.19 -1.3406
C 1.70 -0.09 -1.06 -1.4879
C 0.72 0.77 -0.28 0.6939
N -2.25 -1.54 0.20 0.2315
N -1.75 0.80 -0.16 0.6567
O -2.21 1.87 -0.20 -0.4874
O -2.91 -0.43 0.17 -0.4060
H -0.31 -2.35 -0.07 0.4435
H 2.06 1.52 1.24 0.4000
H 1.33 -0.04 1.64 0.3479
H 0.38 1.45 1.75 0.3986
H 1.77 -1.10 -0.65 0.3378
H 2.69 0.35 -1.01 0.4090
H 1.43 -0.17 -2.11 0.3877
H 0.66 1.76 -0.74 0.3303
H -2.83 -2.37 0.40 0.2781
```

---

What is the largest force on an atom in the fifth record? 5.0 eV Å⁻¹

---

Which of these has the highest DFT total energy? C5H9N2O2

---

What is the largest force on an atom in the third record? 2.4 eV Å⁻¹

---

Among the records above, which one has the highest DFT total energy? C5H9N2O2